This record from the Open Molecules 2025 dataset describes 2 unconnected molecules or ions with the total composition C5H15NO in a non-equilibrium geometry. The level of theory is ωB97M-V with the def2-TZVPD basis set.

LUMO (spin up / spin down)   3.9 / 3.7 eV
Kohn-Sham gap (spin up / spin down)   2.85 / 8.02 eV
E_HOMO (spin up / spin down)   0.040 / -0.159 Ha
2S+1   2
Total energy   -329.39652 Ha
ΔE to the lowest compared entry with this formula, charge and spin   148.8 kJ/mol
Charge   -1
⟨S²⟩   0.7505

Geometry as XYZ:
```
22
C5H15NO (ωB97M-V with the def2-TZVPD basis set)
C -2.1191 -0.6525 0.2152
C 1.0891 0.2847 -1.5502
O 3.5129 -2.2727 0.5125
C -1.0030 1.4899 0.4435
H -2.6469 -0.2700 1.0777
H -1.4888 -1.5109 0.5114
H -0.0794 -1.3949 -0.9528
H 3.2020 -2.2662 -0.4007
H 1.2622 0.5250 -2.5974
H -2.0235 1.7564 0.7114
H 0.7569 1.9592 1.7438
H 0.2894 0.2791 1.7748
C -0.1116 1.2958 1.6785
H -0.6736 1.3952 2.6086
H -2.7813 -1.0752 -0.5573
H 0.9066 1.2627 -1.0713
H -0.8112 -0.5481 -2.2856
H -0.5004 2.2447 -0.1765
H 1.9084 -0.2735 -1.0978
C -0.2921 -0.3613 -1.3223
N -1.1567 0.2837 -0.3795
H 2.7601 -2.1512 1.1142
```

***

This record from the Open Molecules 2025 dataset describes 2 unconnected molecules or ions with the total composition C5H15NO in a non-equilibrium geometry. The level of theory is ωB97M-V with the def2-TZVPD basis set.

LUMO   0.8 eV
Kohn-Sham gap   8.88 eV
Structure (SMILES)   CCN(C)CC.O
E_HOMO   -0.298 Ha
Total energy   -329.42715 Ha
ΔE to the lowest compared entry with this formula, charge and spin   211.2 kJ/mol

Geometry as XYZ:
```
22
C5H15NO (ωB97M-V with the def2-TZVPD basis set)
N -1.4167 -0.1443 -0.7530
H 0.2442 1.2549 1.2060
C 0.1733 1.6239 0.2203
C -0.9945 1.1666 -0.6866
H 1.0665 1.2101 -0.3464
H 1.2663 -1.9014 -1.9770
C -0.6061 -1.0628 -1.5982
H 0.3839 2.7012 0.1465
H 1.4182 -0.4674 -0.8325
C -1.6292 -0.8965 0.4588
H -0.6934 -1.0529 1.0305
H -0.5906 1.3178 -1.7729
H -1.7621 2.0185 -0.6026
H 0.6848 -2.0383 -0.2575
H -2.2854 -0.3668 1.1234
H 3.2629 0.4937 3.4882
H -1.1415 -2.0267 -1.8720
C 0.8126 -1.3292 -1.1292
H 1.9394 1.1791 3.5716
O 2.5798 0.8261 2.9255
H -0.5707 -0.6637 -2.6088
H -2.1417 -1.8419 0.2657
```

***

This record from the Open Molecules 2025 dataset describes 2 unconnected molecules or ions with the total composition C5H15NO in a non-equilibrium geometry. The level of theory is ωB97M-V with the def2-TZVPD basis set.

LUMO   0.6 eV
Kohn-Sham gap   9.46 eV
Structure (SMILES)   CCCN(C)C.O
E_HOMO   -0.326 Ha
Total energy   -329.45581 Ha
ΔE to the lowest compared entry with this formula, charge and spin   136.0 kJ/mol

Geometry as XYZ:
```
22
C5H15NO (ωB97M-V with the def2-TZVPD basis set)
H -0.8407 0.2472 0.2407
C 1.3769 -0.8406 -2.2039
C 0.1208 -0.1144 -0.1350
H 1.2838 -1.1621 -3.2476
H -3.8110 3.6399 -0.8680
C 0.0313 -1.7927 1.5790
H -3.7816 4.8257 0.1215
C 1.3419 0.1971 1.8728
C 0.0754 -0.9570 -1.4197
H -0.9900 -1.6828 1.2297
N 0.9179 -0.8068 0.8820
H 0.0804 -1.6466 2.6506
H 0.7223 0.7414 -0.4593
H 0.3983 -2.7919 1.3358
H 1.9356 0.9719 1.3847
H -0.6564 -0.5520 -2.1298
H 0.5065 0.7271 2.3371
H 1.6275 0.2265 -2.2380
H -0.1826 -1.9768 -1.1447
O -4.2865 4.4282 -0.5923
H 1.8561 -0.3278 2.6833
H 2.2741 -1.3537 -1.8787
```

***

This record from the Open Molecules 2025 dataset describes 2 unconnected molecules or ions with the total composition C5H15NO in a non-equilibrium geometry. The level of theory is ωB97M-V with the def2-TZVPD basis set.

LUMO   0.8 eV
Kohn-Sham gap   8.96 eV
Structure (SMILES)   CC(C)N(C)C.O
E_HOMO   -0.299 Ha
Total energy   -329.45078 Ha
ΔE to the lowest compared entry with this formula, charge and spin   149.2 kJ/mol

Geometry as XYZ:
```
22
C5H15NO (ωB97M-V with the def2-TZVPD basis set)
C -1.2909 1.4470 0.3307
C 1.2079 1.7938 1.0278
H 1.7426 -1.1596 -1.6488
N 0.3863 -0.0262 -0.5514
H 0.0719 -0.9871 1.4009
H 0.9950 0.1589 -2.5522
C 1.4249 -0.1250 -1.5543
H 1.2816 2.9069 1.1171
H 0.3659 2.0329 -0.8711
H 0.3472 -2.0256 -0.0816
H 1.6454 -1.1138 0.8591
H -3.2784 -3.1474 0.4866
H 1.1176 1.1612 1.9111
H -1.6720 0.5661 0.8413
C 0.1678 1.3293 -0.0416
H 2.2705 0.5855 -1.4313
H -3.3946 -3.8612 -0.7838
C 0.5836 -1.0915 0.4275
O -2.7632 -3.7521 -0.0620
H -1.4892 2.2736 1.0402
H -1.9020 1.6257 -0.5491
H 2.1820 1.4086 0.6848
```

***

This record from the Open Molecules 2025 dataset describes 2 unconnected molecules or ions with the total composition C5H15NO in a non-equilibrium geometry. The level of theory is ωB97M-V with the def2-TZVPD basis set.

LUMO   0.7 eV
Kohn-Sham gap   9.10 eV
Structure (SMILES)   CCCCNC.O
E_HOMO   -0.308 Ha
Total energy   -329.44818 Ha
ΔE to the lowest compared entry with this formula, charge and spin   156.0 kJ/mol

Geometry as XYZ:
```
22
C5H15NO (ωB97M-V with the def2-TZVPD basis set)
H -0.8044 -0.3153 1.8678
H 1.5641 -0.9204 2.3824
H 1.6938 -1.7994 -0.6314
C 1.4646 -0.1321 -1.9850
H 1.4920 -1.0190 -2.6082
H -5.0544 -0.6482 1.8394
C 1.7694 0.0837 0.5122
H -0.4103 0.9559 -1.8666
H -0.1549 0.1750 -3.3646
H 2.8578 -0.0351 0.4795
C 1.2058 -0.8239 -0.6181
H 1.5695 1.1175 0.2270
H 0.7426 1.6297 -3.1076
C -0.0109 0.3544 2.1932
H 2.4833 0.2525 -1.9424
C 0.3768 0.7443 -2.5945
H -0.0269 0.6088 3.2619
H 0.1584 -1.0392 -0.3772
N 1.3398 -0.0835 1.8739
O -5.8526 -0.6552 1.2991
H -0.0587 1.4104 1.8840
H -6.3446 0.1392 1.2750
```

***

This record from the Open Molecules 2025 dataset describes 2 unconnected molecules or ions with the total composition C5H15NO in a non-equilibrium geometry. The level of theory is ωB97M-V with the def2-TZVPD basis set.

LUMO   0.9 eV
Kohn-Sham gap   9.55 eV
Structure (SMILES)   CCCN(C)C.O
E_HOMO   -0.317 Ha
Total energy   -329.41353 Ha
ΔE to the lowest compared entry with this formula, charge and spin   247.0 kJ/mol

Geometry as XYZ:
```
22
C5H15NO (ωB97M-V with the def2-TZVPD basis set)
C 2.3313 1.4288 0.2994
H 2.3249 -0.2027 -1.7664
H -4.0621 1.1608 -1.0571
C -0.8737 -1.9140 0.8765
H 2.8508 2.1311 -0.3225
H -1.8979 -2.3324 0.9092
H 2.9925 0.5827 0.4976
H -3.3123 0.7621 0.0600
N 1.0178 1.0098 -0.3540
H 0.1706 0.7844 1.6215
C 0.3165 0.1991 0.6854
C 1.3052 0.2377 -1.5820
H -0.8876 -0.7167 -0.8425
H -0.3390 -1.9643 1.8279
H 1.0624 -0.4602 1.1420
H -0.3861 -2.7029 0.2201
H -1.8738 -0.1150 0.8040
H 2.2474 1.8802 1.3055
H 0.5825 -0.5673 -1.6445
C -0.9471 -0.5238 0.2301
H 1.3150 0.9822 -2.3648
O -3.9371 0.3404 -0.5453
```

***

Repeat the fifth record exactly.
This record from the Open Molecules 2025 dataset describes 2 unconnected molecules or ions with the total composition C5H15NO in a non-equilibrium geometry. The level of theory is ωB97M-V with the def2-TZVPD basis set.

LUMO   0.7 eV
Kohn-Sham gap   9.10 eV
Structure (SMILES)   CCCCNC.O
E_HOMO   -0.308 Ha
Total energy   -329.44818 Ha
ΔE to the lowest compared entry with this formula, charge and spin   156.0 kJ/mol

Geometry as XYZ:
```
22
C5H15NO (ωB97M-V with the def2-TZVPD basis set)
H -0.8044 -0.3153 1.8678
H 1.5641 -0.9204 2.3824
H 1.6938 -1.7994 -0.6314
C 1.4646 -0.1321 -1.9850
H 1.4920 -1.0190 -2.6082
H -5.0544 -0.6482 1.8394
C 1.7694 0.0837 0.5122
H -0.4103 0.9559 -1.8666
H -0.1549 0.1750 -3.3646
H 2.8578 -0.0351 0.4795
C 1.2058 -0.8239 -0.6181
H 1.5695 1.1175 0.2270
H 0.7426 1.6297 -3.1076
C -0.0109 0.3544 2.1932
H 2.4833 0.2525 -1.9424
C 0.3768 0.7443 -2.5945
H -0.0269 0.6088 3.2619
H 0.1584 -1.0392 -0.3772
N 1.3398 -0.0835 1.8739
O -5.8526 -0.6552 1.2991
H -0.0587 1.4104 1.8840
H -6.3446 0.1392 1.2750
```

***

Repeat the fourth record exactly.
This record from the Open Molecules 2025 dataset describes 2 unconnected molecules or ions with the total composition C5H15NO in a non-equilibrium geometry. The level of theory is ωB97M-V with the def2-TZVPD basis set.

LUMO   0.8 eV
Kohn-Sham gap   8.96 eV
Structure (SMILES)   CC(C)N(C)C.O
E_HOMO   -0.299 Ha
Total energy   -329.45078 Ha
ΔE to the lowest compared entry with this formula, charge and spin   149.2 kJ/mol

Geometry as XYZ:
```
22
C5H15NO (ωB97M-V with the def2-TZVPD basis set)
C -1.2909 1.4470 0.3307
C 1.2079 1.7938 1.0278
H 1.7426 -1.1596 -1.6488
N 0.3863 -0.0262 -0.5514
H 0.0719 -0.9871 1.4009
H 0.9950 0.1589 -2.5522
C 1.4249 -0.1250 -1.5543
H 1.2816 2.9069 1.1171
H 0.3659 2.0329 -0.8711
H 0.3472 -2.0256 -0.0816
H 1.6454 -1.1138 0.8591
H -3.2784 -3.1474 0.4866
H 1.1176 1.1612 1.9111
H -1.6720 0.5661 0.8413
C 0.1678 1.3293 -0.0416
H 2.2705 0.5855 -1.4313
H -3.3946 -3.8612 -0.7838
C 0.5836 -1.0915 0.4275
O -2.7632 -3.7521 -0.0620
H -1.4892 2.2736 1.0402
H -1.9020 1.6257 -0.5491
H 2.1820 1.4086 0.6848
```

***

Look up the ΔE to the lowest compared entry with this formula, charge and spin of the third one. 136.0 kJ/mol

***

What did the fifth record say?
This record from the Open Molecules 2025 dataset describes 2 unconnected molecules or ions with the total composition C5H15NO in a non-equilibrium geometry. The level of theory is ωB97M-V with the def2-TZVPD basis set.

LUMO   0.7 eV
Kohn-Sham gap   9.10 eV
Structure (SMILES)   CCCCNC.O
E_HOMO   -0.308 Ha
Total energy   -329.44818 Ha
ΔE to the lowest compared entry with this formula, charge and spin   156.0 kJ/mol

Geometry as XYZ:
```
22
C5H15NO (ωB97M-V with the def2-TZVPD basis set)
H -0.8044 -0.3153 1.8678
H 1.5641 -0.9204 2.3824
H 1.6938 -1.7994 -0.6314
C 1.4646 -0.1321 -1.9850
H 1.4920 -1.0190 -2.6082
H -5.0544 -0.6482 1.8394
C 1.7694 0.0837 0.5122
H -0.4103 0.9559 -1.8666
H -0.1549 0.1750 -3.3646
H 2.8578 -0.0351 0.4795
C 1.2058 -0.8239 -0.6181
H 1.5695 1.1175 0.2270
H 0.7426 1.6297 -3.1076
C -0.0109 0.3544 2.1932
H 2.4833 0.2525 -1.9424
C 0.3768 0.7443 -2.5945
H -0.0269 0.6088 3.2619
H 0.1584 -1.0392 -0.3772
N 1.3398 -0.0835 1.8739
O -5.8526 -0.6552 1.2991
H -0.0587 1.4104 1.8840
H -6.3446 0.1392 1.2750
```